A molecular structure, C29H51IKN4O2, computed with ωB97M-V/def2-TZVPD.

```
88
Properties=species:S:1:pos:R:3:lowdin_charge:R:1
C -4.26256 1.04524 -3.42927 -0.132
C -5.86459 0.83478 -3.44134 -0.242
C -6.28419 -0.69111 -3.09984 -0.203
C -6.84750 -0.82957 -1.59721 -0.201
C -5.93003 -1.70439 -0.61769 -0.213
C -4.36976 -1.30992 -0.63277 -0.188
C -3.60020 -2.46853 -1.46922 -0.219
C -3.25164 -3.74716 -0.54411 -0.203
C -2.21435 -3.39178 0.63026 -0.217
C -1.02914 -4.47786 0.72498 -0.195
C 0.40785 -3.71209 0.84948 -0.197
C 1.15745 -4.41201 2.11881 -0.202
C 2.76670 -4.15448 2.04987 -0.197
C 3.13039 -3.20295 3.29058 -0.197
C 3.13029 -1.65658 2.77434 -0.186
C 4.63352 -1.10600 3.07542 -0.186
C 5.58732 -1.81199 1.97178 -0.188
C 6.50223 -0.68338 1.29996 -0.134
C 5.69482 0.43102 0.50876 -0.044
C 4.92522 0.22917 -0.67075 -0.141
N 4.78725 -1.12012 -1.25126 0.105
C 4.23467 1.51112 -1.33251 -0.215
O 4.03058 1.42494 -2.62619 -0.097
C 3.85478 2.85640 -0.45598 -0.302
C 2.70694 3.87325 -1.01072 -0.278
C 1.33419 3.85362 -0.18749 -0.182
C 0.23442 4.61359 -1.11428 -0.171
C -0.33797 5.94824 -0.39899 -0.211
N -1.08685 5.47414 0.81074 -0.033
C -2.42537 4.98367 0.45022 -0.472
N -3.34898 5.84854 0.10749 0.126
N -2.63188 3.52682 0.53866 0.076
C 4.63154 3.03440 0.75247 -0.485
I 4.29217 4.73676 2.06323 0.960
C 5.76143 1.93332 1.11114 -0.290
O 6.70721 2.29788 1.84241 0.045
H -3.90534 1.75476 -4.24758 0.070
H -4.00336 1.53569 -2.41933 0.055
H -3.73647 0.03506 -3.45127 0.061
H -6.22414 1.10338 -4.50263 0.101
H -6.40823 1.54365 -2.72287 0.098
H -7.15260 -0.93614 -3.80698 0.104
H -5.44997 -1.42342 -3.35140 0.090
H -6.99651 0.20919 -1.13655 0.105
H -7.85602 -1.36393 -1.67419 0.107
H -6.29845 -1.52756 0.45389 0.106
H -6.04204 -2.82632 -0.83868 0.110
H -4.16682 -0.26491 -1.02999 0.084
H -3.99067 -1.34951 0.45104 0.099
H -4.28054 -2.88432 -2.30306 0.098
H -2.67996 -2.05572 -2.01241 0.105
H -4.20577 -4.14411 -0.05120 0.110
H -2.81618 -4.60502 -1.17353 0.105
H -2.78816 -3.46199 1.62682 0.112
H -1.80845 -2.32327 0.58467 0.097
H -1.19316 -5.11308 1.67026 0.107
H -0.97283 -5.13639 -0.20000 0.103
H 1.04597 -3.83158 -0.08443 0.100
H 0.24125 -2.61526 1.13125 0.098
H 0.69391 -3.91471 3.04325 0.109
H 0.89998 -5.51795 2.17181 0.103
H 3.35867 -5.13535 2.04415 0.111
H 2.96128 -3.66823 1.02630 0.079
H 2.41831 -3.28498 4.17366 0.108
H 4.16500 -3.51339 3.67048 0.103
H 2.32536 -1.02553 3.27204 0.106
H 2.99804 -1.61273 1.63478 0.086
H 4.69969 0.02952 3.03562 0.097
H 4.96946 -1.44247 4.12235 0.118
H 6.29883 -2.52783 2.52743 0.126
H 5.02369 -2.45351 1.22256 0.089
H 7.23816 -1.18308 0.59016 0.130
H 7.07500 -0.17318 2.15116 0.126
H 4.21053 -1.66936 -0.58427 0.079
H 4.22338 -1.07870 -2.11956 0.095
H 2.46560 3.60871 -2.11020 0.093
H 3.12631 4.97057 -0.96853 0.115
H 0.98975 2.82535 0.14726 0.127
H 1.46564 4.50759 0.74877 0.071
H -0.62417 3.93823 -1.42783 0.108
H 0.78040 4.99091 -2.05777 0.105
H 0.54256 6.59656 -0.04545 0.125
H -0.96705 6.57543 -1.11140 0.117
H -1.11726 6.22907 1.50502 0.114
H -4.22172 5.32649 -0.07794 0.047
H -2.52602 3.29386 1.54412 0.091
H -3.60784 3.28409 0.31647 0.075
K 4.79700 3.72839 -2.44722 1.028
```

Output
HOMO energy = -11.5022 eV
energy relative to the best compared isomer or geometry (same formula, charge and spin) = 0.0 kcal/mol
gap between HOMO and LUMO = 0.24378 Eh
net charge = +1
E = -65367.6299 eV